[1]
Formula: C38H51CsNO2PSi2
Source: the OMol25 dataset
Level of theory: ωB97M-V with the def2-TZVPD basis set

Its net charge is -2. As for the LUMO energy: 0.1421 hartree.

XYZ file:
```
96
C38H51CsNO2PSi2 ωB97M-V with the def2-TZVPD basis set
Cs -1.118 -0.822 1.285
O -0.491 1.723 2.750
C 0.504 1.066 3.163
O 0.510 0.109 3.956
C 1.839 1.519 2.580
C 3.016 1.133 3.210
C 4.247 1.545 2.727
C 4.305 2.342 1.594
C 3.137 2.713 0.945
C 1.891 2.311 1.425
P 0.336 2.603 0.483
C -0.386 4.110 1.241
C 0.235 4.838 2.251
C -0.361 5.980 2.768
C -1.588 6.412 2.282
C -2.219 5.687 1.281
C -1.622 4.543 0.770
C 1.029 3.372 -1.052
C 1.473 2.474 -2.025
C 1.995 2.923 -3.228
C 2.065 4.285 -3.488
C 1.622 5.190 -2.534
C 1.113 4.737 -1.322
H 2.928 0.486 4.073
H 5.159 1.226 3.218
H 5.262 2.653 1.190
H 3.205 3.303 0.040
H 1.187 4.498 2.642
H 0.133 6.532 3.559
H -2.054 7.301 2.688
H -3.184 6.006 0.904
H -2.125 3.971 -0.003
H 1.432 1.408 -1.820
H 2.355 2.205 -3.955
H 2.468 4.641 -4.429
H 1.678 6.255 -2.729
H 0.779 5.455 -0.583
C 5.231 -1.905 -2.727
Si 3.903 -0.684 -2.094
C 4.790 0.996 -2.109
C 2.705 -0.668 -3.583
C 3.190 -1.074 -0.502
Si 3.135 -2.724 0.181
C 4.803 -3.604 0.526
C 2.241 -3.960 -0.956
C 2.293 -2.803 1.876
H 5.587 -1.631 -3.727
H 4.833 -2.924 -2.786
H 6.088 -1.928 -2.049
H 5.083 1.296 -3.122
H 5.696 0.924 -1.500
H 4.171 1.790 -1.687
H 3.212 -0.389 -4.514
H 1.855 0.003 -3.435
H 2.291 -1.672 -3.714
H 3.205 -0.255 0.222
H 5.392 -3.697 -0.391
H 4.658 -4.609 0.941
H 5.395 -3.022 1.238
H 2.715 -3.968 -1.943
H 1.200 -3.660 -1.103
H 2.258 -4.984 -0.568
H 2.796 -2.133 2.579
H 2.334 -3.817 2.289
H 1.247 -2.497 1.855
C -7.223 -4.216 1.618
C -5.807 -4.028 1.126
C -4.903 -5.084 1.200
C -3.584 -4.869 0.776
C -2.564 -5.976 0.896
C -3.208 -3.647 0.270
C -4.111 -2.530 0.125
C -5.431 -2.794 0.619
N -3.603 -1.426 -0.416
C -4.329 -0.206 -0.721
C -5.812 -0.307 -1.140
C -4.247 0.788 0.459
C -3.586 0.424 -1.911
H -7.398 -5.249 1.925
H -7.949 -3.964 0.842
H -7.429 -3.571 2.477
H -5.208 -6.048 1.594
H -3.050 -6.944 1.035
H -1.903 -5.809 1.750
H -1.934 -6.033 0.007
H -2.184 -3.519 -0.074
H -6.175 -2.012 0.616
H -6.489 -0.386 -0.291
H -5.973 -1.170 -1.791
H -6.089 0.597 -1.690
H -4.635 0.332 1.374
H -4.834 1.691 0.254
H -3.219 1.116 0.642
H -3.708 -0.206 -2.795
H -2.518 0.482 -1.695
H -3.957 1.430 -2.135
```

[2]
Formula: C38H51IN4O5ScSi4
Source: the OMol25 dataset
Level of theory: ωB97M-V with the def2-TZVPD basis set

Its net charge is -1. As for the LUMO energy: 0.0828 hartree.

XYZ file:
```
104
C38H51IN4O5ScSi4 ωB97M-V with the def2-TZVPD basis set
Sc 0.604 0.994 1.279
C -2.337 2.907 3.864
O -1.966 2.365 5.134
C -0.749 1.780 5.327
C -0.332 1.787 6.647
C 0.829 1.141 7.065
C 1.590 0.483 6.128
C 1.203 0.465 4.783
C 2.029 -0.285 3.859
N 1.745 -0.415 2.623
N 2.646 -1.132 1.861
C 2.269 -1.154 0.613
O 1.150 -0.669 0.164
C 3.251 -1.752 -0.335
C 4.568 -2.007 0.044
C 5.466 -2.522 -0.877
C 5.056 -2.800 -2.178
C 3.743 -2.557 -2.556
C 2.849 -2.024 -1.637
C 0.034 1.131 4.333
O -0.311 1.118 3.067
H -1.767 3.812 3.647
H -3.393 3.159 3.956
H -2.196 2.204 3.055
H -0.964 2.307 7.356
H 1.119 1.164 8.107
H 2.498 -0.037 6.414
H 2.933 -0.758 4.243
H 4.864 -1.785 1.060
H 6.493 -2.701 -0.586
H 5.761 -3.198 -2.899
H 3.417 -2.776 -3.566
H 1.825 -1.810 -1.913
C -2.542 0.362 -3.962
C -1.101 0.794 -3.965
N -0.650 1.085 -5.180
C 0.606 1.484 -5.345
C 1.501 1.581 -4.299
C 2.911 2.081 -4.530
O 3.109 2.645 -5.817
C 1.063 1.241 -3.015
C 2.099 1.271 -1.960
N 1.934 1.757 -0.810
C 3.024 1.933 0.088
C 4.336 2.144 -0.351
C 5.334 2.330 0.588
C 5.008 2.309 1.943
C 3.689 2.144 2.342
C 2.640 1.976 1.436
I -0.903 3.301 0.462
C -0.278 0.872 -2.819
O -0.726 0.612 -1.573
H -2.667 -0.458 -4.671
H -3.166 1.187 -4.304
H -2.897 0.038 -2.991
H 0.908 1.714 -6.359
H 3.621 1.254 -4.464
H 3.177 2.804 -3.753
H 2.514 3.397 -5.910
H 3.074 0.876 -2.269
H 4.565 2.205 -1.410
H 6.355 2.499 0.269
H 5.788 2.440 2.685
H 3.473 2.163 3.408
C -2.771 -0.666 3.309
Si -1.982 -1.321 1.724
C -0.670 -2.543 2.320
C -3.403 -2.428 1.100
Si -1.854 -0.353 -0.745
Si -1.542 -2.397 -1.937
C -3.208 -3.106 -2.479
C -0.639 -3.682 -0.892
C -0.527 -2.304 -3.529
Si -3.864 0.959 -0.789
C -5.265 -0.138 -1.453
C -3.762 2.514 -1.844
C -4.469 1.449 0.913
H -3.125 -1.536 3.870
H -3.627 -0.019 3.126
H -2.076 -0.116 3.937
H -0.628 -2.548 3.412
H 0.329 -2.304 1.961
H -0.912 -3.549 1.971
H -3.759 -3.035 1.938
H -3.098 -3.109 0.305
H -4.253 -1.846 0.729
H -3.880 -3.255 -1.631
H -3.068 -4.075 -2.970
H -3.717 -2.445 -3.185
H -1.321 -4.255 -0.260
H 0.091 -3.200 -0.236
H -0.099 -4.387 -1.529
H -1.067 -1.836 -4.354
H -0.252 -3.317 -3.832
H 0.395 -1.733 -3.400
H -5.021 -0.631 -2.397
H -6.169 0.459 -1.611
H -5.510 -0.922 -0.731
H -2.728 2.725 -2.129
H -4.097 3.372 -1.258
H -4.364 2.452 -2.753
H -4.476 0.593 1.585
H -5.495 1.827 0.846
H -3.843 2.228 1.351
```

[3]
Formula: C38H52BN9ORb
Source: the OMol25 dataset
Level of theory: ωB97M-V with the def2-TZVPD basis set

Its net charge is -1. As for the LUMO energy: 0.0693 hartree.

XYZ file:
```
102
C38H52BN9ORb ωB97M-V with the def2-TZVPD basis set
Rb 1.165 -0.266 0.766
C 0.794 -0.068 -3.473
C 1.926 -0.048 -2.496
C 2.861 -1.026 -2.209
C 3.755 -0.416 -1.303
N 3.384 0.834 -1.065
N 2.250 1.046 -1.772
B 1.584 2.457 -1.739
N 2.035 3.178 -0.461
N 1.568 2.803 0.760
C 2.230 3.519 1.651
C 3.168 4.358 1.012
C 3.015 4.096 -0.333
C 3.772 4.654 -1.493
C 1.983 3.387 3.136
C 1.830 4.785 3.746
C 3.182 2.674 3.777
C 0.717 2.575 3.418
N 0.042 2.337 -1.793
N -0.658 1.519 -0.970
C -1.939 1.771 -1.181
C -2.086 2.768 -2.169
C -0.797 3.104 -2.523
C -0.340 4.134 -3.503
C -3.036 1.064 -0.421
C -4.012 2.105 0.138
C -3.792 0.127 -1.374
C -2.462 0.254 0.737
C 4.984 -1.008 -0.659
C 6.010 -1.341 -1.750
C 5.599 -0.017 0.330
C 4.599 -2.290 0.086
H 0.788 -1.018 -4.008
H 0.906 0.733 -4.207
H -0.172 0.079 -2.985
H 2.884 -2.028 -2.608
H 1.948 3.100 -2.693
H 3.863 5.052 1.457
H 4.494 5.389 -1.139
H 3.112 5.137 -2.214
H 4.311 3.862 -2.017
H 2.728 5.387 3.589
H 1.658 4.707 4.822
H 0.986 5.312 3.296
H 4.112 3.205 3.558
H 3.262 1.652 3.403
H 3.058 2.624 4.863
H -0.137 2.982 2.873
H 0.504 2.600 4.490
H 0.860 1.529 3.145
H -2.994 3.201 -2.558
H -1.207 4.609 -3.962
H 0.275 3.696 -4.291
H 0.258 4.904 -3.014
H -4.456 2.701 -0.662
H -3.497 2.785 0.819
H -4.821 1.613 0.685
H -4.241 0.689 -2.196
H -4.590 -0.400 -0.839
H -3.109 -0.612 -1.798
H -1.894 0.897 1.413
H -1.799 -0.535 0.382
H -3.272 -0.214 1.303
H 6.297 -0.438 -2.294
H 5.600 -2.053 -2.469
H 6.909 -1.780 -1.308
H 5.876 0.914 -0.166
H 6.491 -0.458 0.782
H 4.893 0.231 1.123
H 4.111 -3.005 -0.580
H 3.920 -2.072 0.910
H 5.491 -2.767 0.502
N -5.154 -3.831 -1.092
C -6.313 -4.523 -0.819
C -7.609 -4.424 -1.311
C -8.537 -5.314 -0.800
C -8.182 -6.269 0.164
C -6.891 -6.359 0.648
C -5.943 -5.467 0.151
N -4.603 -5.335 0.462
C -4.173 -4.357 -0.287
C -2.806 -3.828 -0.302
C -2.274 -3.248 -1.447
C -1.002 -2.703 -1.383
N -0.263 -2.706 -0.277
C -0.764 -3.295 0.811
C -2.026 -3.870 0.846
H -5.063 -2.998 -1.648
H -7.883 -3.688 -2.055
H -9.559 -5.274 -1.153
H -8.940 -6.947 0.534
H -6.612 -7.093 1.392
H -2.830 -3.222 -2.377
H -0.565 -2.219 -2.248
H -0.123 -3.271 1.689
H -2.412 -4.322 1.748
O 1.596 -2.354 2.746
C 2.009 -1.363 3.385
C 2.457 -1.711 4.823
H 3.521 -1.467 4.918
H 2.285 -2.764 5.083
H 1.926 -1.056 5.522
```

[4]
Formula: C38H52Br2Cl12F12O4
Source: the OMol25 dataset
Level of theory: ωB97M-V with the def2-TZVPD basis set

Its net charge is 0. As for the LUMO energy: -0.0436 hartree. Its SMILES is CC(=O)OCCCCCCCCC1=C(CC[C@@](F)(Br)C(F)(F)Br)C(=O)C=C(CCC(F)(F)C(F)(F)C(F)(F)C(F)(F)F)C1=O.ClCCCl.ClCCCl.ClCCCl.ClCCCl.ClCCCl.ClCCCl.

XYZ file:
```
120
C38H52Br2Cl12F12O4 ωB97M-V with the def2-TZVPD basis set
C 6.692 1.364 4.680
C 6.658 0.500 3.321
O 6.745 -0.735 3.351
O 6.516 1.256 2.115
C 5.092 1.259 1.767
C 4.823 0.922 0.221
C 5.638 -0.336 -0.332
C 4.810 -1.720 -0.374
C 3.821 -1.956 0.860
C 2.744 -3.099 0.433
C 1.469 -3.148 1.396
C 0.204 -2.269 0.890
C 0.115 -1.017 1.884
C -0.267 -1.136 3.252
C -0.679 -2.545 3.849
C -1.875 -2.499 4.911
C -3.180 -1.712 4.437
F -3.176 -0.339 4.868
Br -3.564 -1.874 2.487
C -4.472 -2.365 5.187
F -4.670 -3.717 4.852
F -4.464 -2.125 6.580
Br -6.072 -1.353 4.499
C -0.251 0.189 4.105
O -0.206 0.103 5.355
C -0.342 1.603 3.413
C 0.007 1.735 2.039
C -0.163 3.179 1.401
C 0.823 3.483 0.162
C 0.085 3.280 -1.230
F -0.974 2.346 -1.081
F -0.554 4.530 -1.534
C 1.003 2.768 -2.435
F 2.215 2.179 -2.050
F 0.260 1.740 -3.095
C 1.333 3.864 -3.544
F 0.182 4.263 -4.272
F 1.907 4.978 -2.862
C 2.440 3.410 -4.616
F 2.350 2.070 -4.991
F 2.374 4.164 -5.809
F 3.720 3.602 -4.053
C 0.480 0.431 1.290
O 1.112 0.413 0.201
H 5.912 2.188 4.619
H 6.556 0.650 5.549
H 7.720 1.879 4.675
H 4.705 2.328 1.940
H 4.471 0.572 2.426
H 3.704 0.759 0.103
H 5.075 1.882 -0.359
H 6.643 -0.413 0.212
H 5.914 -0.082 -1.433
H 5.595 -2.563 -0.320
H 4.246 -1.910 -1.369
H 4.433 -2.411 1.705
H 3.197 -1.055 1.159
H 3.299 -4.097 0.586
H 2.489 -3.062 -0.678
H 1.719 -2.888 2.488
H 1.122 -4.247 1.420
H -0.719 -2.933 0.946
H 0.411 -1.979 -0.187
H 0.241 -2.934 4.423
H -0.954 -3.301 3.044
H -1.511 -2.131 5.931
H -2.204 -3.588 5.083
H -0.716 2.505 3.990
H 0.104 3.930 2.231
H -1.269 3.332 1.172
H 1.174 4.571 0.273
H 1.746 2.840 0.314
Cl 7.426 1.464 -3.664
C 6.625 0.674 -5.045
C 5.141 0.482 -4.811
Cl 4.811 -0.725 -3.543
H 7.128 -0.276 -5.230
H 6.782 1.317 -5.913
H 4.665 0.119 -5.724
H 4.657 1.414 -4.524
Cl -2.830 4.677 0.681
C -3.594 4.144 -0.838
C -4.860 4.916 -1.147
Cl -6.174 4.538 -0.003
H -3.784 3.072 -0.759
H -2.862 4.300 -1.632
H -5.221 4.652 -2.142
H -4.690 5.994 -1.121
Cl -10.568 2.597 -1.138
C -10.826 3.488 0.383
C -9.652 3.356 1.330
Cl -9.492 1.703 1.975
H -11.750 3.125 0.836
H -10.969 4.537 0.115
H -9.789 4.018 2.186
H -8.712 3.621 0.842
Cl 4.242 -4.704 -3.002
C 3.565 -6.326 -2.717
C 2.050 -6.319 -2.707
Cl 1.393 -5.465 -1.288
H 3.970 -6.702 -1.776
H 3.926 -6.967 -3.523
H 1.674 -7.343 -2.663
H 1.646 -5.847 -3.604
Cl -0.795 -2.258 -3.063
C -1.481 -3.878 -2.787
C -2.994 -3.857 -2.730
Cl -3.600 -3.024 -1.276
H -1.051 -4.275 -1.867
H -1.151 -4.508 -3.615
H -3.378 -4.878 -2.692
H -3.421 -3.365 -3.605
Cl -4.712 0.868 -0.145
C -5.527 0.008 -1.475
C -6.993 -0.234 -1.185
Cl -7.233 -1.413 0.128
H -4.993 -0.928 -1.650
H -5.422 0.630 -2.366
H -7.484 -0.641 -2.070
H -7.505 0.690 -0.907
```